Model i:
This record from the OMol25 dataset describes a structure of composition C2H4O4. The level of theory is ωB97M-V with the def2-TZVPD basis set.

Geometry as ORCA input:
```
! wB97M-V def2-TZVPD RIJCOSX def2/J DEFGRID3
* xyz 0 1
O -0.697 -0.524 -0.980
O 0.114 2.110 0.373
O -0.383 -1.317 1.164
O 0.868 -0.135 -1.446
C 0.380 0.964 0.497
C -0.742 -0.271 0.327
H 0.625 0.358 -2.242
H -1.704 0.154 0.626
H 0.270 -1.865 0.706
H 1.269 0.526 0.977
*
```

Summary:
HOMO energy (spin up / spin down)   -9.528 / -9.528 eV
Frontier orbital gap (spin up / spin down)   8.5 / 8.5 eV



Model ii:
This record from the OMol25 dataset describes a cluster of 2 separate species, C2H4O4 in total. The level of theory is ωB97M-V with the def2-TZVPD basis set.

Geometry as ORCA input:
```
! wB97M-V def2-TZVPD RIJCOSX def2/J DEFGRID3
* xyz 0 1
O -1.058 2.479 -0.807
O -0.099 -2.044 1.601
O 1.191 2.608 -0.512
O 0.242 -2.396 -0.609
C -0.231 -2.807 0.464
C 0.029 2.983 -1.120
H -0.637 -2.464 2.326
H -0.727 -3.774 0.679
H 0.999 1.726 -0.090
H 0.291 3.689 -1.933
*
```

Summary:
SMILES   O=CO.O=CO
HOMO energy   -10.839 eV
Frontier orbital gap   11.3 eV



Going by the energies, model ii is most stable and the next is 0.1504 hartree up.



Model i:
This record from the OMol25 dataset describes a structure of composition C3H7N3S2. The level of theory is ωB97M-V with the def2-TZVPD basis set.

Geometry as ORCA input:
```
! wB97M-V def2-TZVPD RIJCOSX def2/J DEFGRID3
* xyz 0 1
S 2.797 1.316 -0.070
S 2.652 -1.491 -0.154
N 0.198 1.408 0.332
N 1.227 -0.749 0.146
N 1.345 0.666 0.061
C -1.005 0.919 -0.329
C -1.217 -0.423 0.326
C -0.084 -1.322 -0.043
H -0.937 0.778 -1.439
H 0.164 -2.208 0.642
H -1.342 -0.296 1.501
H -0.214 -1.573 -1.078
H -2.142 -1.014 0.232
H 0.319 2.315 -0.036
H -1.761 1.673 -0.089
*
```

Summary:
HOMO energy (spin up / spin down)   -7.761 / -7.633 eV
Frontier orbital gap (spin up / spin down)   7.2 / 6.9 eV



Model ii:
This record from the OMol25 dataset describes a structure of composition C3H7N3S2. The level of theory is ωB97M-V with the def2-TZVPD basis set.

Geometry as ORCA input:
```
! wB97M-V def2-TZVPD RIJCOSX def2/J DEFGRID3
* xyz 0 1
S -0.539 -1.348 -1.426
S 1.479 -1.901 1.020
N -1.284 3.211 -0.676
N -0.254 -0.154 -0.169
N -0.546 2.080 -0.477
C 0.633 -0.445 0.973
C 0.929 0.775 1.676
C -1.114 0.903 -0.330
H 1.918 1.221 0.880
H -2.086 3.009 -1.321
H -2.237 0.760 -0.266
H 1.212 0.466 2.753
H 0.079 1.729 1.802
H -1.143 -2.492 -0.840
H -0.872 3.930 -1.162
*
```

Summary:
HOMO energy   -8.213 eV
Frontier orbital gap   8.2 eV



Going by the energies, model ii is most stable and the next is 0.0021 hartree up.



Model i:
This record from the OMol25 dataset describes an isolated molecule of C4H9NO2S. The level of theory is ωB97M-V with the def2-TZVPD basis set.

Geometry as ORCA input:
```
! wB97M-V def2-TZVPD RIJCOSX def2/J DEFGRID3
* xyz 0 1
S 1.083 -0.844 2.510
O -2.470 1.306 -0.689
O 1.897 1.440 0.364
N -1.010 -0.406 -1.010
C 1.181 0.628 -0.576
C 0.092 -1.167 0.973
C -2.240 0.201 -1.133
C -0.077 0.041 0.049
H 2.162 -0.251 1.954
H -2.967 -0.385 -1.709
H -0.984 -1.379 -1.252
H -0.872 -1.510 1.333
H 0.612 -1.989 0.486
H -0.565 0.846 0.578
H 1.928 -0.011 -1.042
H 1.389 2.203 0.556
H 0.841 1.278 -1.392
*
```

Summary:
SMILES   O=CN[C@H](CO)CS
HOMO energy   -9.057 eV
Frontier orbital gap   9.7 eV



Model ii:
This record from the OMol25 dataset describes a cluster of 3 separate species, C4H9NO2S in total. The level of theory is ωB97M-V with the def2-TZVPD basis set.

Geometry as ORCA input:
```
! wB97M-V def2-TZVPD RIJCOSX def2/J DEFGRID3
* xyz 0 1
S 2.068 -1.305 1.522
O -1.234 0.397 1.958
O -0.792 1.964 -0.850
N 0.541 -1.088 -1.929
C -0.185 0.553 1.041
C 0.504 -0.825 0.659
C 0.612 -0.232 -0.712
C -0.637 0.713 -0.424
H -1.572 0.203 -0.641
H 1.465 0.438 -0.941
H -0.390 -1.426 0.872
H 0.903 -0.445 -2.757
H 1.146 -1.882 -1.727
H -2.085 2.105 -1.333
H 0.471 1.454 1.298
H -2.268 0.529 1.011
H 1.452 -1.153 2.952
*
```

Summary:
HOMO energy   -8.982 eV
Frontier orbital gap   8.0 eV



Model iii:
This record from the OMol25 dataset describes an isolated molecule of C4H9NO2S. The level of theory is ωB97M-V with the def2-TZVPD basis set.

Geometry as ORCA input:
```
! wB97M-V def2-TZVPD RIJCOSX def2/J DEFGRID3
* xyz 0 1
S -1.743 -1.020 1.907
O 1.176 -0.748 1.739
O 0.550 2.704 -0.729
N 0.149 0.583 -1.409
C 0.242 1.934 -1.612
C -0.110 0.223 0.012
C -1.389 -0.639 0.155
C 1.052 -0.746 0.345
H -0.723 -1.841 2.309
H 0.044 2.222 -2.656
H 0.801 -1.801 0.001
H -0.185 -0.162 -1.977
H 1.679 0.130 2.006
H -1.430 -1.500 -0.721
H -2.196 0.077 -0.022
H 2.078 -0.598 0.056
H 0.005 1.182 0.598
*
```

Summary:
SMILES   O=CN[C@H](CO)CS
HOMO energy   -8.883 eV
Frontier orbital gap   9.6 eV



Model iv:
This record from the OMol25 dataset describes an isolated molecule of C4H9NO2S. The level of theory is ωB97M-V with the def2-TZVPD basis set.

Geometry as ORCA input:
```
! wB97M-V def2-TZVPD RIJCOSX def2/J DEFGRID3
* xyz 0 1
S -1.118 2.478 -1.378
O 2.328 -0.472 -0.282
O 0.941 -2.108 -0.871
N -0.452 0.210 0.911
C 1.109 -0.942 -0.613
C 0.320 1.415 -1.072
C -0.033 0.054 -0.502
C -1.217 -0.952 1.410
H 0.813 1.308 -2.037
H -0.688 -1.442 2.230
H 2.875 -1.274 -0.266
H -1.435 -1.750 0.722
H -0.851 -0.481 -0.960
H 0.377 0.325 1.492
H -2.105 -0.529 1.880
H -1.828 2.219 -0.273
H 0.966 1.942 -0.390
*
```

Summary:
SMILES   CN[C@@H](CS)C(=O)O
HOMO energy   -9.001 eV
Frontier orbital gap   9.6 eV



Going by the energies, model iv is most stable and the next is 0.0058 hartree up.



Model i:
This record from the OMol25 dataset describes a cluster of 2 separate species, C5H13N2S in total. The level of theory is ωB97M-V with the def2-TZVPD basis set.

Geometry as ORCA input:
```
! wB97M-V def2-TZVPD RIJCOSX def2/J DEFGRID3
* xyz -1 1
S -1.219 0.803 -0.022
N -0.203 -2.402 -0.452
N -0.054 -2.850 3.240
C 1.246 2.865 -0.864
C -1.104 2.048 -1.352
C 0.234 -2.388 0.900
C -0.462 -2.964 1.863
C 0.317 2.240 -1.894
H 0.312 2.866 -2.799
H -0.575 -1.466 -0.667
H -0.686 -2.268 3.774
H -0.016 -3.750 3.701
H -1.758 1.743 -2.169
H -1.470 3.021 -1.006
H 1.133 -1.825 1.148
H 0.594 -2.522 -1.068
H 2.283 2.909 -1.213
H 0.929 3.881 -0.634
H 0.691 1.256 -2.179
H -1.390 -3.481 1.635
H 1.199 2.284 0.058
*
```

Summary:
HOMO energy   -2.583 eV
Frontier orbital gap   6.4 eV



Model ii:
This record from the OMol25 dataset describes a cluster of 2 separate species, C5H13N2S in total. The level of theory is ωB97M-V with the def2-TZVPD basis set.

Geometry as ORCA input:
```
! wB97M-V def2-TZVPD RIJCOSX def2/J DEFGRID3
* xyz -1 1
S -0.971 -0.999 1.786
N 0.510 1.849 1.611
N -1.459 0.153 -2.193
C 1.312 0.610 1.765
C -2.549 0.041 -1.568
C 0.606 -0.476 2.547
C -0.406 -0.798 -1.775
C 0.931 -0.418 -2.386
H 0.798 -0.269 -3.458
H 0.403 -0.132 3.568
H -0.436 1.523 1.421
H 1.520 0.274 0.749
H 0.462 2.279 2.530
H -2.682 -0.679 -0.760
H 1.299 0.518 -1.963
H -3.353 0.727 -1.821
H 1.674 -1.185 -2.166
H 1.261 -1.352 2.616
H -0.751 -1.779 -2.114
H -0.398 -0.802 -0.670
H 2.229 0.916 2.284
*
```

Summary:
HOMO energy   -2.719 eV
Frontier orbital gap   6.7 eV



Going by the energies, model i is most stable and the next is 0.0019 hartree up.



Model i:
This record from the OMol25 dataset describes a cluster of 2 separate species, C5H14NO2 in total. The level of theory is ωB97M-V with the def2-TZVPD basis set.

Geometry as ORCA input:
```
! wB97M-V def2-TZVPD RIJCOSX def2/J DEFGRID3
* xyz 1 1
O -0.222 2.228 0.013
O -2.174 -2.568 -2.935
N -1.378 -1.618 -0.390
C 1.604 0.186 1.424
C 1.143 2.245 0.204
C 0.010 -1.282 0.126
C 1.547 1.749 1.539
C 0.331 -0.395 1.036
H 0.869 2.166 2.332
H -1.803 -1.315 -1.461
H 1.203 1.363 -0.724
H -1.555 -2.689 -0.418
H 2.450 -0.311 0.851
H 0.800 -1.771 -0.581
H -2.436 -3.317 -3.544
H 2.457 2.314 1.852
H 1.508 3.272 0.003
H -2.158 -1.320 0.358
H -0.717 3.072 0.365
H -0.389 0.193 1.706
H 1.917 -0.056 2.483
H -1.151 -2.572 -3.092
*
```

Summary:
HOMO energy   -13.075 eV
Frontier orbital gap   9.6 eV



Model ii:
This record from the OMol25 dataset describes a cluster of 2 separate species, C5H14NO2 in total. The level of theory is ωB97M-V with the def2-TZVPD basis set.

Geometry as ORCA input:
```
! wB97M-V def2-TZVPD RIJCOSX def2/J DEFGRID3
* xyz 1 1
O -3.377 0.095 -0.213
O 1.632 -0.679 -2.475
N -0.238 0.482 -0.855
C 0.981 -0.004 1.085
C -0.311 -0.022 1.966
C 2.030 -0.787 -1.113
C 0.788 -0.556 -0.299
C -0.888 1.139 2.065
H 1.355 1.021 1.063
H -4.087 0.345 -0.780
H 2.579 -1.669 -0.844
H -3.306 -0.845 -0.343
H -0.659 2.095 1.530
H -0.217 -0.975 2.411
H 0.366 1.099 -1.492
H -1.820 1.287 2.685
H 2.733 0.027 -0.830
H 0.177 -1.515 -0.382
H -1.003 -0.047 -1.434
H 2.336 -0.919 -3.178
H 1.668 -0.641 1.690
H -0.738 1.069 -0.256
*
```

Summary:
HOMO energy   -14.062 eV
Frontier orbital gap   11.0 eV



Going by the energies, model ii is most stable and the next is 0.0606 hartree up.



Model i:
This record from the OMol25 dataset describes an isolated molecule of C10H11NO. The level of theory is ωB97M-V with the def2-TZVPD basis set.

Geometry as ORCA input:
```
! wB97M-V def2-TZVPD RIJCOSX def2/J DEFGRID3
* xyz 0 1
O -0.386 1.882 0.468
N 3.197 -1.134 0.754
C 1.647 1.177 -0.479
C -0.959 -1.664 -0.224
C -2.382 -1.652 -0.219
C 2.235 -1.178 -0.237
C -0.208 -0.425 -0.087
C 0.669 2.261 -0.345
C -3.065 -0.484 0.040
C -2.349 0.666 0.393
C 1.256 -0.035 -0.338
C -0.987 0.775 0.092
H -2.867 -2.629 -0.434
H 2.767 -1.698 1.482
H -0.372 -2.573 -0.336
H 4.223 -1.372 0.550
H 1.728 -2.313 -0.258
H -4.065 -0.523 0.246
H 2.592 -1.091 -1.238
H 0.390 2.362 -1.340
H 2.671 1.455 -0.450
H -2.749 1.497 1.047
H 1.257 3.125 0.138
*
```

Summary:
SMILES   NCC1=CCOc2ccccc21
HOMO energy   -8.146 eV
Frontier orbital gap   8.9 eV



Model ii:
This record from the OMol25 dataset describes an isolated molecule of C10H11NO. The level of theory is ωB97M-V with the def2-TZVPD basis set.

Geometry as ORCA input:
```
! wB97M-V def2-TZVPD RIJCOSX def2/J DEFGRID3
* xyz 0 1
O 1.798 1.632 -1.948
N -1.547 -1.157 0.688
C 0.529 0.635 0.004
C 0.997 0.834 -1.583
C 1.360 1.506 0.714
C -1.741 -1.184 -0.777
C -0.403 -0.160 0.867
C 0.169 -0.147 -2.400
C -0.297 0.053 2.240
C 0.562 0.935 2.865
C 1.414 1.683 2.083
C -0.447 -1.362 -1.647
H -0.688 -2.097 -2.419
H 0.332 -1.809 -1.024
H -0.978 -0.523 2.853
H 0.787 -0.536 -3.214
H 0.542 1.038 3.941
H -0.629 0.441 -2.861
H -1.236 -2.060 1.034
H -2.218 -0.230 -1.025
H 2.033 2.102 0.111
H 2.104 2.393 2.516
H -2.442 -1.987 -1.020
*
```

Summary:
SMILES   O=C1CCCNc2ccccc21
HOMO energy   -8.682 eV
Frontier orbital gap   9.2 eV



Going by the energies, model ii is most stable and the next is 0.0561 hartree up.



Model i:
This record from the OMol25 dataset describes an isolated molecule of C16H23NO2. The level of theory is ωB97M-V with the def2-TZVPD basis set.

Geometry as ORCA input:
```
! wB97M-V def2-TZVPD RIJCOSX def2/J DEFGRID3
* xyz 0 1
O 0.285 2.979 3.113
O -2.063 2.158 0.831
N 0.817 1.880 1.225
C 0.807 -4.061 -3.281
C 1.444 -0.856 0.554
C -1.249 3.213 1.301
C 0.014 2.663 1.968
C -3.403 2.519 0.579
C -0.330 -3.792 -2.539
C 1.718 -0.271 1.941
C 2.161 -3.255 -1.474
C 2.054 -3.792 -2.744
C -3.583 3.427 -0.636
C 1.155 -2.363 0.643
C 0.563 1.400 -0.113
C -0.220 -3.254 -1.269
C 1.955 1.236 1.849
C 0.276 -0.102 -0.083
C 1.026 -2.979 -0.721
H -0.958 3.893 0.484
H 3.137 -3.051 -1.057
H 0.858 -0.453 2.589
H 2.848 1.441 1.247
H 2.333 -0.711 -0.070
H 1.458 1.593 -0.718
H -1.780 3.796 2.064
H -1.307 -4.003 -2.951
H -1.112 -3.048 -0.694
H 2.590 -0.748 2.391
H -3.137 4.404 -0.462
H 0.236 -2.517 1.211
H -3.915 1.568 0.410
H -0.280 1.926 -0.552
H -3.835 3.000 1.470
H 1.974 -2.844 1.184
H 0.106 -0.460 -1.100
H 2.946 -4.003 -3.316
H 0.722 -4.482 -4.272
H 2.081 1.672 2.841
H -4.642 3.563 -0.833
H -0.633 -0.265 0.497
H -3.117 2.978 -1.510
*
```

Summary:
SMILES   CCOCC(=O)N1CCC(Cc2ccccc2)CC1
HOMO energy   -8.988 eV
Frontier orbital gap   9.8 eV



Model ii:
This record from the OMol25 dataset describes an isolated molecule of C16H23NO2. The level of theory is ωB97M-V with the def2-TZVPD basis set.

Geometry as ORCA input:
```
! wB97M-V def2-TZVPD RIJCOSX def2/J DEFGRID3
* xyz 0 1
O 0.614 -0.431 -1.888
O -2.043 -3.409 -1.104
N -1.756 -1.687 -2.528
C 1.829 -1.257 -3.780
C 1.439 -1.485 -2.353
C 1.209 2.467 -0.294
C 1.498 -0.196 -4.489
C -0.704 -0.936 2.050
C 0.762 0.127 0.436
C 0.163 -0.608 -0.587
C -2.362 1.164 3.502
C 2.273 3.504 -0.628
C 0.308 -0.039 1.737
C -0.875 -1.499 -0.297
C -1.200 -1.091 3.458
C -2.523 -0.342 3.666
C 1.833 1.130 0.119
C -1.283 -1.661 1.020
C -1.591 -2.306 -1.335
H 0.915 -2.451 -2.265
H -2.071 -2.371 1.221
H 2.469 1.281 0.994
H -2.897 -0.559 4.669
H -0.456 -0.708 4.159
H 2.914 3.686 0.233
H 0.910 0.598 -4.063
H -1.359 -2.150 3.671
H -3.257 -0.709 2.947
H 2.895 3.159 -1.451
H 1.806 -0.079 -5.513
H 0.577 2.835 0.518
H -1.250 -0.843 -2.743
H -2.014 1.402 2.499
H -1.642 1.552 4.219
H 0.571 2.301 -1.164
H 1.812 4.445 -0.917
H -2.197 -2.199 -3.274
H -3.312 1.667 3.664
H 0.769 0.539 2.525
H 2.427 -2.055 -4.199
H 2.347 -1.554 -1.732
H 2.454 0.769 -0.703
*
```

Summary:
SMILES   C=CCOc1c(CCC)cc(CCC)cc1C(N)=O
HOMO energy   -8.904 eV
Frontier orbital gap   9.8 eV



Going by the energies, model i is most stable and the next is 0.0066 hartree up.